# 1
{
  "formula": "C8H12O2",
  "method": "ωB97M-V/def2-TZVPD",
  "homo_ev": -6.9808,
  "symbols": ["C", "C", "C", "C", "C", "C", "C", "C", "O", "H", "H", "H", "H", "H", "H", "H", "H", "H", "H", "O", "H", "H"],
  "xyz": [[-3.11689, 0.55326, 0.34831], [-1.98185, 0.20329, 0.58629], [-0.58681, -0.18970, 0.76530], [-0.27407, -1.68837, 0.62105], [1.24759, -1.69946, 0.45175], [1.56797, -0.43112, -0.36399], [0.36786, 0.50328, -0.22187], [0.61819, 1.99842, -0.00839], [1.29138, 2.04353, 1.15928], [-4.12976, 0.85917, 0.15490], [-0.24390, 0.15530, 1.75515], [-0.62265, -2.26689, 1.48482], [-0.77220, -2.08494, -0.27532], [1.72990, -1.63844, 1.43775], [1.60639, -2.61414, -0.03576], [2.46843, 0.08531, -0.01135], [1.73520, -0.66353, -1.42430], [1.18835, 2.35372, -0.90749], [-0.38348, 2.50064, -0.00779], [-0.40536, 0.40236, -1.63564], [0.02969, 0.92059, -2.33406], [-1.33398, 0.69772, -1.53864]],
  "forces_ev_per_a": [[0.645, -0.210, -0.012], [-0.940, 0.295, -0.356], [0.078, 0.095, 0.125], [-0.212, -0.129, -0.037], [0.144, -0.114, 0.117], [0.238, 0.208, -0.221], [0.450, 0.425, 0.658], [0.550, -0.757, 1.247], [-0.389, 0.020, -0.619], [0.413, -0.128, 0.154], [0.075, 0.123, -0.340], [0.075, 0.132, -0.214], [0.088, 0.054, 0.175], [-0.120, 0.033, -0.263], [-0.081, 0.215, 0.121], [-0.369, 0.014, 0.042], [-0.109, -0.031, 0.146], [-0.099, 0.133, -0.145], [0.105, 0.072, -0.203], [-0.664, -0.643, -0.948], [0.093, 0.140, 0.334], [0.029, 0.056, 0.241]],
  "mulliken_charge": [0.090, -1.114, 0.317, -0.850, -0.498, -1.099, 0.969, -0.673, -0.808, 0.424, 0.355, 0.410, 0.271, 0.338, 0.351, 0.301, 0.270, 0.288, 0.256, -0.433, 0.484, 0.350]
}

# 2
{
  "formula": "C8H12O3",
  "method": "ωB97M-V/def2-TZVPD",
  "homo_ev": -7.4786,
  "smiles": "CC(=O)OCCCC1=C(C)O1",
  "symbols": ["C", "C", "C", "C", "C", "C", "C", "C", "O", "O", "O", "H", "H", "H", "H", "H", "H", "H", "H", "H", "H", "H", "H"],
  "xyz": [[-0.92463, -0.21448, 1.88979], [-1.40999, 0.77633, -1.63209], [-2.11401, 0.79123, -0.29838], [0.08220, 1.15516, -1.50256], [-1.51535, 0.03077, 0.78410], [1.75895, -0.25710, -0.67297], [-0.09142, -0.22588, 3.11945], [2.42656, -1.57937, -1.04963], [-1.44388, -1.39303, 1.16538], [0.83204, -0.04364, -1.62356], [2.02314, 0.51271, 0.20797], [-1.41421, -0.16490, -1.90393], [-1.80922, 1.48668, -2.31537], [-2.38325, 1.74687, 0.26854], [-3.13887, 0.27476, -0.45800], [0.43735, 1.81666, -2.36807], [0.35319, 1.51242, -0.52430], [0.95595, -0.58014, 2.85515], [-0.55139, -0.91827, 3.72376], [0.16832, 0.79030, 3.66324], [1.99467, -2.37892, -0.31876], [3.47634, -1.63225, -0.80588], [2.28750, -1.50589, -2.20389]],
  "forces_ev_per_a": [[0.405, 0.971, -0.250], [1.948, 4.951, 2.459], [-3.244, 0.009, 1.442], [0.016, 0.328, -1.347], [1.037, 0.100, 1.196], [1.039, -0.708, -0.539], [2.605, 2.800, -1.380], [-0.836, 0.129, 0.120], [-0.041, -0.947, -0.236], [-0.024, -0.204, 0.017], [0.002, -0.135, 0.355], [-0.330, -4.597, -2.182], [-0.959, 0.095, -0.660], [0.583, -0.611, -1.540], [1.279, 0.876, 0.209], [-0.570, -0.608, 1.423], [-0.194, 0.970, 0.158], [-1.277, 0.030, 0.101], [-0.789, -1.463, 1.939], [-1.255, -1.888, -1.274], [0.124, 0.939, -2.176], [0.382, 0.554, 0.021], [0.100, -1.589, 2.146]],
  "mulliken_charge": [0.545, -0.708, -0.628, -0.576, 0.354, 0.848, -1.134, -0.975, -0.577, -0.389, -0.577, 0.422, 0.370, 0.266, 0.312, 0.308, 0.447, 0.242, 0.363, 0.257, 0.212, 0.347, 0.272]
}

# 3
{
  "formula": "C8H12O3S2",
  "method": "ωB97M-V/def2-TZVPD",
  "homo_ev": -8.1154,
  "symbols": ["C", "C", "C", "C", "C", "C", "C", "C", "O", "O", "O", "S", "S", "H", "H", "H", "H", "H", "H", "H", "H", "H", "H", "H", "H"],
  "xyz": [[1.46795, -2.63049, 0.13530], [1.27644, -1.23754, 0.37815], [2.70156, -2.90235, -0.25150], [2.35843, -0.51936, 0.06340], [3.80309, 1.42311, 0.22909], [1.44779, 1.79968, 0.94132], [-4.62009, -0.48928, -1.28827], [2.55254, 0.88168, 0.37829], [-2.46318, 0.54228, 1.54984], [-3.55282, 1.88070, -0.42348], [-3.71176, -0.63961, -0.19924], [3.62752, -1.53728, -0.39053], [-2.64507, 0.65022, 0.13836], [0.71213, -3.33428, 0.08066], [0.23866, -0.94990, 0.41074], [3.18307, -3.80796, -0.27609], [4.62496, 0.82530, -0.09590], [-3.90769, 2.64909, 0.02457], [3.97415, 2.51264, 0.25202], [1.87146, 2.62840, 1.63074], [0.89151, 2.32487, 0.20372], [0.69364, 1.21132, 1.44577], [-5.12737, -1.46933, -1.54065], [-4.03807, -0.11352, -2.34348], [-5.35882, 0.30160, -1.05285]],
  "forces_ev_per_a": [[-0.620, 1.439, 0.172], [-2.176, -2.066, -1.313], [0.633, 0.164, 0.183], [0.087, 1.307, 1.286], [-1.984, 0.353, -0.228], [1.092, 0.113, 0.950], [0.769, 0.819, -2.981], [2.170, 2.677, -0.122], [-0.513, 0.574, 0.604], [-0.021, -0.326, -0.399], [0.180, 1.006, 0.088], [1.927, 0.921, -0.302], [0.046, -1.417, -1.547], [-1.461, -1.284, 0.520], [0.047, 0.863, 0.774], [0.783, -2.126, -0.636], [0.466, -0.275, -0.216], [-0.019, -0.058, 0.918], [-0.126, -0.703, 0.482], [-0.566, -1.686, -0.996], [-0.290, 0.396, -1.120], [-0.024, -0.094, 0.576], [0.787, 1.097, 0.659], [-1.462, -1.068, 2.866], [0.279, -0.626, -0.219]],
  "mulliken_charge": [-0.629, -0.216, -0.423, 0.376, -1.174, -1.211, -0.542, 0.910, -0.478, -0.499, -0.293, -0.179, 0.742, 0.446, 0.104, 0.489, 0.313, 0.341, 0.269, 0.298, 0.296, 0.352, 0.234, 0.219, 0.255]
}

# 4
{
  "formula": "C8H12OS",
  "method": "ωB97M-V/def2-TZVPD",
  "homo_ev": -8.7744,
  "smiles": "CC(C)=C=S(=O)=C=C(C)C",
  "symbols": ["C", "C", "C", "C", "C", "C", "C", "C", "O", "S", "H", "H", "H", "H", "H", "H", "H", "H", "H", "H", "H", "H"],
  "xyz": [[1.06103, -0.03487, 2.09310], [-0.03241, -0.97778, -1.19570], [0.33403, 0.77956, 2.87784], [0.06440, -1.58302, -2.36147], [-1.08605, 1.25401, 2.67509], [0.95023, 1.61569, 4.01757], [1.11683, -2.62479, -2.66089], [-0.97906, -1.27880, -3.41130], [-1.07572, -1.56831, 1.06122], [-0.20058, -0.59764, 0.35249], [-1.55576, 0.22139, 2.60741], [-1.32369, 1.94286, 3.44062], [-0.97325, 1.91847, 1.73820], [0.24560, 1.27962, 4.88937], [1.97188, 1.46738, 4.32579], [0.91716, 2.75985, 3.83386], [1.83706, -2.34244, -2.00630], [0.84648, -3.63085, -2.41442], [1.42386, -2.64516, -3.77252], [-1.98009, -1.15983, -3.04027], [-0.64361, -0.38768, -3.95448], [-0.95753, -2.05863, -4.22163]],
  "forces_ev_per_a": [[-0.055, 1.557, 1.950], [0.445, 0.114, 1.164], [2.051, 0.812, -1.034], [-1.327, -0.383, -0.124], [1.366, -1.231, -2.604], [-1.207, 0.006, 1.370], [-1.362, 0.451, -2.829], [1.100, -0.614, -1.659], [0.293, 0.418, -0.153], [-1.132, -1.372, -1.538], [-0.856, 2.018, -0.206], [-0.862, 0.079, 1.046], [-1.014, -1.417, 0.955], [1.486, 1.239, -1.080], [0.358, -0.677, -0.160], [-0.588, -1.930, 0.065], [3.069, 0.345, 1.420], [-0.704, -0.530, 0.202], [-0.283, 0.355, 1.815], [-0.281, 0.167, 0.255], [-0.317, 0.161, 0.195], [-0.181, 0.432, 0.951]],
  "mulliken_charge": [-0.288, -0.546, 0.775, 1.040, -1.272, -1.296, -1.227, -1.265, -0.539, 0.547, 0.366, 0.458, 0.259, 0.288, 0.350, 0.263, 0.405, 0.312, 0.346, 0.363, 0.324, 0.338]
}

# 5
{
  "formula": "C8H12S2",
  "method": "ωB97M-V/def2-TZVPD",
  "homo_ev": -8.3888,
  "symbols": ["C", "C", "C", "C", "C", "C", "C", "C", "S", "S", "H", "H", "H", "H", "H", "H", "H", "H", "H", "H", "H", "H"],
  "xyz": [[-0.33740, -0.55656, 1.90619], [-1.56891, -0.79310, 1.07858], [0.91072, -0.31974, 1.42959], [-1.63787, -0.37513, -0.19618], [0.15022, 0.74286, -0.70043], [1.23154, -0.00080, -0.04823], [-2.67561, -0.45358, -1.37300], [2.58284, 0.74288, -0.13149], [-0.10863, 2.48229, -0.27472], [1.69259, -1.58224, -0.91292], [-0.51832, -0.80969, 3.00766], [-2.26963, -1.29401, 1.65266], [1.84764, -0.28361, 1.99702], [0.15939, 0.72745, -1.74738], [-3.54498, -0.88460, -0.97670], [-2.24732, -0.98715, -2.17138], [-2.81731, 0.56749, -1.73223], [2.99605, 0.73654, -1.17637], [3.33413, 0.18868, 0.43390], [2.53631, 1.82507, -0.01745], [-0.21991, 2.47111, 0.97892], [0.50448, -2.14414, -1.02604]],
  "forces_ev_per_a": [[0.651, -0.772, 0.768], [2.560, 1.951, -1.713], [-0.621, 0.427, -0.486], [1.971, 1.374, -1.157], [-4.125, -1.080, 1.891], [1.045, -0.619, 1.142], [2.515, 1.689, 2.480], [0.660, -0.029, -1.830], [0.163, -0.102, -3.010], [0.223, 0.402, -0.099], [0.656, 0.519, -1.613], [-1.911, -0.987, 0.432], [-0.789, -0.170, 0.456], [-0.003, -0.176, -1.499], [-1.458, -0.602, 0.159], [0.407, -0.994, -0.963], [-0.326, -0.039, 0.134], [-0.595, -0.480, 0.543], [-0.026, 0.527, 0.393], [-0.150, -0.173, 1.115], [-0.185, -0.491, 2.685], [-0.663, -0.177, 0.173]],
  "mulliken_charge": [-0.345, -0.324, -0.552, 0.135, -0.948, 1.269, -1.251, -1.673, -0.167, -0.227, 0.275, 0.519, 0.361, 0.475, 0.418, 0.283, 0.284, 0.426, 0.429, 0.350, 0.131, 0.132]
}

The energy above the lowest of the compared OMol25 structures with the same formula, charge and spin results, record by record, are as follows: 485.32 485.61 121.21 714.99 306.21 kJ/mol.
The frontier orbital gap results, record by record, are as follows: 6.78 8.31 8.46 8.12 9.05 eV.